109
Properties=species:S:1:pos:R:3 method="wB97M-V/def2-TZVPD" homo_energy_ev=-7.56 lumo_energy_ev=-0.69 gap_ha=0.2524
C 0.978 0.227 0.511
C 0.411 -0.426 -0.339
C -0.277 -0.921 -1.540
C 0.411 -1.076 -2.786
N 1.767 -0.738 -2.916
C 2.628 -1.566 -2.406
C 2.815 -2.930 -3.106
C 3.445 -1.138 -1.185
C -0.323 -1.555 -3.935
B 0.391 -1.711 -5.358
C 0.010 -2.800 -6.453
O 1.413 -0.802 -5.694
C -1.718 -1.864 -3.820
N -2.563 -2.319 -4.887
C -2.329 -1.681 -2.567
C -1.661 -1.222 -1.412
N -2.276 -0.998 -0.136
P -2.213 -2.422 0.914
C -2.847 -3.979 0.110
C -1.845 -4.624 -0.896
C -3.010 -2.120 2.561
C -3.859 -3.349 3.080
C -3.564 -0.370 -0.223
C -4.541 -0.712 -1.204
C -5.792 -0.066 -1.287
C -6.792 -0.501 -2.376
F -8.032 -0.879 -1.835
C -6.950 0.600 -3.474
C -7.446 -0.156 -4.773
C -6.112 0.983 -0.377
C -7.445 1.723 -0.469
O -7.277 2.840 -1.379
O -8.546 3.356 -1.658
C -5.159 1.365 0.606
C -5.551 2.539 1.516
C -5.524 3.882 0.706
O -6.216 4.808 0.959
Br -4.318 4.091 -0.857
C -3.901 0.693 0.684
S -2.778 1.305 1.957
O -1.485 0.684 1.971
O -2.603 2.730 1.807
C -3.483 1.087 3.695
F -2.759 0.263 4.438
F -3.568 2.287 4.283
F -4.755 0.606 3.622
S -4.098 -2.008 -2.380
H 1.373 0.555 1.464
H 3.276 -2.704 -4.089
H 1.817 -3.369 -3.301
H 3.494 -3.596 -2.547
H 3.270 -0.054 -1.051
H 3.110 -1.693 -0.292
H 4.526 -1.250 -1.402
H -0.431 -3.712 -5.998
H -0.790 -2.385 -7.111
H 0.847 -3.083 -7.116
H 1.025 0.087 -5.675
H -2.458 -1.737 -5.713
H -2.346 -3.281 -5.129
H -2.980 -4.715 0.934
H -3.868 -3.857 -0.312
H -1.186 -5.303 -0.312
H -2.351 -5.272 -1.637
H -1.174 -3.908 -1.399
H -3.698 -1.256 2.598
H -2.198 -1.981 3.297
H -4.641 -3.514 2.306
H -3.247 -4.260 3.172
H -4.377 -3.058 4.010
H -6.430 -1.392 -2.927
H -5.941 0.995 -3.710
H -7.657 1.387 -3.178
H -8.071 -1.000 -4.424
H -6.589 -0.584 -5.325
H -8.011 0.533 -5.422
H -8.274 1.117 -0.874
H -7.789 2.160 0.485
H -8.738 3.092 -2.574
H -6.569 2.452 1.935
H -4.873 2.706 2.365
C 5.528 3.404 2.731
C 5.282 3.439 1.365
C 5.600 2.345 0.574
C 6.159 1.223 1.165
C 6.415 1.179 2.525
C 6.098 2.277 3.310
N 6.473 0.055 0.334
O 6.251 0.135 -0.860
O 6.930 -0.927 0.885
H 5.273 4.257 3.348
H 4.839 4.319 0.916
H 5.406 2.379 -0.489
H 6.855 0.305 2.986
H 6.290 2.253 4.376
C 12.108 3.512 4.907
C 11.300 3.831 5.990
C 10.186 3.057 6.277
C 9.895 1.966 5.473
C 10.690 1.642 4.386
C 11.801 2.422 4.103
N 8.731 1.131 5.788
O 8.042 1.452 6.737
O 8.523 0.163 5.081
H 12.981 4.114 4.688
H 11.541 4.682 6.614
H 9.561 3.311 7.122
H 10.458 0.793 3.757
H 12.431 2.177 3.257

---

12
Properties=species:S:1:pos:R:3 method="wB97M-V/def2-TZVPD" homo_energy_ev=-8.69 lumo_energy_ev=-0.06 gap_ha=0.3174 de_lowest_kcal_mol=34.60
C -0.782 -0.516 0.578
C -0.635 -1.982 0.519
C 0.214 0.251 0.269
C 0.117 2.091 -0.355
P 0.915 -2.621 0.062
P 1.694 -0.630 -0.053
H -1.716 -0.015 0.824
H -1.502 -2.627 0.769
H 0.563 2.543 0.594
H -0.976 2.199 -0.503
H 0.669 1.857 -1.278
H 1.439 -0.549 -1.427

---

115
Properties=species:S:1:pos:R:3 method="wB97M-V/def2-TZVPD" charge=+1 homo_energy_ev=-9.21 lumo_energy_ev=-3.55 gap_ha=0.2081 de_lowest_kcal_mol=91.21
Sr -0.276 0.536 0.097
C 2.610 2.417 -1.646
C 2.601 3.594 -0.694
C 2.617 4.935 -1.394
C 0.170 2.828 -0.181
C -0.630 2.485 -1.347
C -1.825 1.862 -1.152
C -2.806 1.903 -2.355
C -2.101 1.773 -3.717
C -3.568 3.241 -2.349
C -2.316 1.500 0.224
C -1.655 1.973 1.342
C -0.424 2.800 1.198
C -2.070 1.857 2.820
C -2.682 0.520 3.211
C -2.960 3.032 3.254
C -3.684 0.814 0.286
C -4.764 1.682 0.504
C -6.077 1.242 0.471
C -6.337 -0.094 0.211
C -5.278 -0.963 0.012
C -3.938 -0.555 0.036
P -2.556 -1.809 -0.070
C -3.052 -3.179 1.152
C -3.606 -2.579 2.450
C -1.731 -3.894 1.507
C -4.047 -4.234 0.655
C -2.678 -2.526 -1.811
C -1.969 -1.490 -2.687
C -4.079 -2.739 -2.381
C -1.866 -3.829 -1.907
H 3.617 2.303 -2.042
H 1.934 2.582 -2.493
H 2.358 1.488 -1.130
H 3.448 3.513 -0.017
H 1.750 5.045 -2.048
H 3.516 5.006 -2.007
H 2.631 5.767 -0.687
H -0.355 2.873 -2.322
H -3.543 1.117 -2.237
H -1.740 2.744 -4.066
H -2.809 1.414 -4.465
H -1.258 1.084 -3.699
H -2.861 4.070 -2.394
H -4.188 3.368 -1.462
H -4.220 3.298 -3.225
H -0.477 3.719 1.772
H -1.132 1.937 3.368
H -3.694 0.389 2.827
H -2.724 0.458 4.301
H -2.058 -0.296 2.859
H -3.963 2.940 2.836
H -2.552 3.999 2.958
H -3.049 3.027 4.342
H -4.559 2.726 0.699
H -6.888 1.940 0.641
H -7.356 -0.461 0.172
H -5.498 -2.005 -0.162
H -2.824 -2.102 3.039
H -4.009 -3.399 3.055
H -4.413 -1.863 2.291
H -0.977 -3.192 1.862
H -1.318 -4.439 0.653
H -1.921 -4.623 2.304
H -5.062 -3.845 0.558
H -4.087 -5.029 1.408
H -3.766 -4.700 -0.287
H -2.540 -0.566 -2.720
H -1.892 -1.863 -3.715
H -0.956 -1.294 -2.328
H -4.655 -1.812 -2.397
H -4.655 -3.494 -1.844
H -3.984 -3.080 -3.420
H -0.876 -3.711 -1.472
H -1.739 -4.072 -2.970
H -2.355 -4.684 -1.440
S 0.793 -1.052 2.447
C 2.383 -0.658 1.890
N 2.712 -0.368 0.663
C 4.089 -0.248 0.515
C 4.767 -0.054 -0.692
C 6.149 0.036 -0.692
C 6.876 -0.071 0.498
C 6.224 -0.294 1.700
C 4.835 -0.390 1.694
S 3.748 -0.720 3.000
H 4.207 -0.005 -1.618
H 6.677 0.180 -1.628
H 7.956 -0.001 0.476
H 6.784 -0.402 2.623
N 1.382 3.544 0.184
C 1.002 2.241 0.906
H 1.221 4.417 0.688
C 3.020 -4.028 1.246
C 2.023 -4.562 0.224
N 2.210 -3.970 -1.095
C 2.942 -4.773 -2.077
C 2.046 -5.729 -2.856
C 1.642 -2.760 -1.390
C 1.983 -2.144 -2.732
N 0.865 -2.105 -0.620
H 2.894 -4.531 2.209
H 2.874 -2.956 1.403
H 4.046 -4.191 0.902
H 0.999 -4.383 0.564
H 2.128 -5.642 0.111
H 3.700 -5.337 -1.531
H 3.480 -4.122 -2.761
H 1.567 -6.448 -2.184
H 2.622 -6.289 -3.597
H 1.255 -5.178 -3.376
H 3.063 -2.033 -2.855
H 1.531 -1.159 -2.773
H 1.606 -2.742 -3.567
H 0.703 -2.538 0.286